# 1
One molecule with the formula C2H4N2OS at a distorted geometry. Source: the Open Molecules 2025 dataset; level of theory: ωB97M-V/def2-TZVPD.

Strongest force on any atom ... 3.5 eV Å⁻¹
HOMO energy ... -9.760 eV
HOMO-LUMO gap ... 10.01 eV
Energy ... -17999.3839 eV

```
! RIJCOSX wB97M-V def2-TZVPD def2/J DEFGRID3
* xyz 0 1
C -0.688 2.686 0.453
C -0.092 1.333 0.483
N -1.059 3.757 0.292
N -0.573 -1.294 -0.329
O -2.080 0.554 -1.327
S -1.621 0.213 -0.005
H 0.692 1.360 -0.316
H 0.474 1.011 1.359
H -0.811 -1.762 0.546
H -0.797 -2.022 -1.103
*
```

# 2
A 2-piece molecular cluster, C2H4N2OS overall at a distorted geometry. Source: the Open Molecules 2025 dataset; level of theory: ωB97M-V/def2-TZVPD.

Strongest force on any atom ... 4.4 eV Å⁻¹
HOMO energy (alpha / beta) ... -8.513 / -8.513 eV
HOMO-LUMO gap (alpha / beta) ... 7.69 / 7.69 eV
Energy ... -17997.2001 eV

```
! RIJCOSX wB97M-V def2-TZVPD def2/J DEFGRID3
* xyz 0 1
C -0.764 1.654 2.039
C -0.123 -0.921 -2.110
N 0.171 1.157 -0.958
N -0.120 0.147 -1.417
O -2.269 0.325 0.422
S -1.684 1.700 0.640
H -0.881 0.968 2.803
H -0.119 2.537 2.261
H 0.892 -1.320 -2.415
H -1.087 -1.585 -2.248
*
```